ORCA calculation (ωB97M-V/def2-TZVPD) on 10 unconnected molecules or ions with the total composition C42H110N6O15.

Atoms and positions in Å:
O 2.1963 3.2986 0.3659
O -2.5508 3.7722 -2.2766
O -2.4651 1.7042 -4.2064
O 0.1609 -6.4028 5.2428
O 1.6758 0.4126 3.9980
O -1.0779 4.6978 2.3524
O -2.0319 -1.8680 6.1883
O -2.1920 -3.3002 1.2244
O 0.4476 7.3038 -2.1059
O 4.8056 -2.8150 0.5792
O -1.7434 -0.9704 -0.1523
O -1.2951 4.1215 -10.8585
O 3.0436 -3.5297 -4.8333
O 4.2428 -5.6907 4.1065
O -3.7185 -0.2547 1.7279
N -4.4199 -2.3836 3.4567
N 2.1305 6.0710 -0.0268
N 3.0654 -2.2143 -2.2534
N -1.2943 2.5265 -7.5908
N 1.5017 -5.3081 2.9187
N -0.6589 2.1655 4.0699
C -2.4190 -1.8823 4.8487
C 1.5407 7.9183 -1.4774
C -0.6573 3.7388 -12.0803
C -0.1391 3.7034 -2.4894
C 3.2117 -3.7726 -6.2056
C 2.0402 -2.5585 -4.5048
C 5.4402 -3.5633 -0.4192
C 0.0829 7.9045 -3.3578
C -1.5911 4.5866 0.9435
C 2.9954 4.1267 1.1705
C 2.7565 -0.3372 4.5222
C 1.7747 1.8090 4.1499
C -4.8529 0.0111 0.9098
C -1.9821 4.0529 3.2216
C -0.7907 -1.2532 6.5132
C -3.9119 -3.9304 5.3340
C -3.8329 -2.4693 4.7845
C 1.8347 -2.5706 -3.0384
C 2.5848 -4.2956 2.9864
C 2.2722 5.4572 1.3123
C 0.6139 2.4787 3.4103
C 5.5422 -6.3398 4.1045
C -3.5924 -5.2159 0.8530
C 3.9295 -1.8034 0.1141
C -0.9615 -7.1901 4.8115
C -2.4443 -4.3491 0.2923
C 0.1105 -0.6902 1.3719
C -1.6748 3.5596 -8.5847
C 4.0070 -4.9174 2.9423
C -0.6197 -0.0935 0.1471
C -1.4245 4.4799 -2.7224
C 0.1072 -5.0008 4.9527
C 0.2430 -4.8045 3.4678
C 1.5956 7.4132 -0.0477
C 2.8138 -2.2924 -0.8368
C 2.6706 1.9549 0.4354
C -2.0852 2.6246 -6.3349
C -0.9540 3.2214 -9.8484
C -1.8409 2.5532 3.2985
C -2.3757 0.6049 -3.4161
C -5.2506 -1.2633 0.1875
C -1.7761 1.4829 -5.4109
H -0.4992 -5.4144 2.9414
H 2.6072 -3.5360 2.1713
H -1.5191 -4.8850 0.0712
H -1.5320 3.5334 0.6295
H -0.3352 2.7598 -7.3767
H -4.5502 0.8508 0.2736
H 0.0573 -3.8150 3.0434
H -1.7532 2.1375 2.2543
H -6.0524 -1.0571 -0.5422
H 1.4947 5.4688 -0.5319
H -2.7646 3.5722 -8.6780
H -2.7501 0.8723 -2.4249
H 1.0071 -1.8984 -2.7637
H 1.9895 -1.5963 -0.6626
H -1.8431 4.4474 4.2302
H -1.3463 0.2481 -3.2987
H 2.3231 -1.5658 -4.8884
H -4.4587 -1.7980 5.3972
H 1.4907 -3.6205 -2.8524
H -2.8029 -3.8701 -0.6259
H 2.5564 -3.6903 3.9204
H 2.4904 -3.3029 -0.4861
H 3.6930 -2.9145 -6.6895
H -1.4925 4.7419 -3.7783
H 2.4817 7.7514 -2.0029
H 6.1874 -4.1848 0.0712
H -1.3272 4.5475 -8.2771
H -1.3323 5.4525 -2.1828
H -5.6099 0.4359 1.5761
H 3.6031 1.8284 -0.1391
H 4.0054 4.2840 0.7162
H 0.6040 2.1864 2.3354
H -1.1232 2.1826 -10.1856
H -2.7000 2.0892 3.7701
H -3.4171 -4.0577 6.3000
H 0.6568 7.5569 0.5210
H -0.0862 8.9867 -3.2166
H -3.5278 -4.5694 4.5338
H -3.1531 2.6132 -6.6205
H 1.3519 5.2936 1.8893
H 6.3275 -5.5734 3.9958
H -4.4824 -4.5905 0.9248
H -0.0287 -1.5476 5.7633
H -2.4783 -0.6149 0.3924
H -5.6162 -1.9677 0.9405
H 0.7186 4.2811 -2.8125
H -3.7823 -6.0766 0.1887
H -0.9753 0.8809 0.4549
H -0.4997 -1.6290 7.4984
H 3.8218 -4.6600 -6.3830
H -2.8765 3.2456 -3.0085
H 2.7424 2.1703 3.7715
H 4.4855 -0.9615 -0.3428
H 2.8343 1.5951 1.4597
H 0.4374 3.7791 -12.0439
H 0.7582 3.5531 3.4342
H 3.3727 -1.4312 0.9972
H -4.9877 -4.0415 5.3603
H -0.0431 0.0066 -0.7775
H 5.9529 -2.9244 -1.1549
H 3.6730 0.1669 4.1712
H -0.6339 1.1549 4.0897
H -1.6327 -2.3882 4.2243
H 0.8781 7.7255 -4.1099
H -0.9387 -8.1342 5.3990
H 4.0605 -5.5899 2.0632
H -3.9156 -1.0594 2.2766
H -1.8310 3.5483 -5.7726
H 1.8991 1.3798 -0.0529
H -0.9082 -7.4657 3.7363
H -3.9417 -3.0512 2.8585
H -0.1994 2.7300 -2.9692
H -5.3783 -2.7216 3.4920
H 3.1861 3.6058 2.1191
H -4.3724 -1.6798 -0.3134
H 0.1513 3.2550 -9.6506
H -0.8025 -0.1480 6.5620
H -2.9877 -0.2196 -3.7950
H 0.8323 -4.5167 5.5979
H -0.8559 7.4635 -3.6948
H 2.7759 -0.2832 5.6237
H 4.7390 -4.2778 -0.8936
H -0.8909 -4.6021 5.2201
H 2.3180 8.0085 0.4739
H 1.0811 -2.8263 -4.9714
H -0.6840 1.4379 -5.1919
H -3.0362 4.2496 2.9753
H 0.8790 -0.0608 1.8092
H -1.9865 0.4729 -5.8137
H -3.2840 -5.5828 1.8264
H 5.5611 -7.0626 3.2595
H 2.8862 6.1725 1.9011
H -1.9079 -6.6265 5.0265
H 2.7268 -1.3765 4.1625
H -1.8408 -2.5655 0.7024
H -2.5159 -0.8491 4.4661
H -0.9179 5.1714 0.3093
H 1.3436 8.9911 -1.4567
H 5.6562 -6.8611 5.0617
H -2.6183 4.9671 0.7764
H 4.7703 -4.1344 2.8587
H 2.2289 -3.8672 -6.6990
H -1.0318 4.3451 -12.9138
H -0.6412 -0.7450 2.1688
H 0.0037 3.5598 -1.4183
H -0.9480 2.7083 -12.2761
H 1.7857 2.0754 5.2304
H 1.7719 -6.0331 3.5929
H 3.8764 -2.7396 -2.5869
H 0.4998 -1.7043 1.2269

Properties
HOMO level = -8.6027 eV
LUMO = 0.0215 Ha
SMILES = COC[C@H](C)N.COCCNCCOC.COCCNCCOC.COCCNCCOC.COCCNCCOC.COCCNCCOC.CCO.CCO.CCO.CCO
Orbital gap = 9.187 eV

Results of the Löwdin charge analysis, in e, for atoms 1 through 4: -0.196 -0.071 -0.216 -0.206

***

ORCA calculation (ωB97M-V/def2-TZVPD) on a molecular structure, C45H32ClO5PPtS6Sb.

Atoms and positions in Å:
Pt -0.2177 0.8146 -0.6864
Sb -0.1671 -3.2702 -0.5445
Cl 0.0825 1.4211 -3.4779
S -2.3589 -0.1361 0.1976
S -5.8224 2.3826 0.7926
S -3.8226 1.8524 2.8031
S -4.7598 0.6958 -1.2880
S -0.1241 -1.3087 -1.7411
S -7.2612 2.2356 -1.7827
P 0.2310 3.0014 -0.6078
O 2.7689 0.0687 3.6577
O 5.1674 -0.8675 -0.3209
O 2.4728 0.0976 -1.0578
O 0.9368 0.4046 1.4050
O 5.4977 -0.2382 2.5485
C 2.2292 -3.0072 3.0990
C -2.2317 4.8583 2.0047
C -1.4573 5.8974 2.5011
C -3.2657 -4.3939 2.3032
C -0.7664 -5.7913 -2.1169
C -0.2600 3.7993 -2.1644
C 2.3678 -4.3908 0.6895
C -0.5653 -6.7554 -3.0965
C -3.1722 -3.4266 -0.3074
C -2.0350 -4.1476 1.7041
C -3.8035 0.7861 0.1872
C -4.4401 -4.1603 1.6001
C -0.1408 6.0480 2.0872
C 0.1732 -4.7779 -1.9529
C 1.4970 -5.6835 -3.7414
C -4.3373 1.5597 1.1696
C 1.3212 -3.5012 0.9270
C 4.0187 2.8586 0.8408
C 0.4030 5.1602 1.1703
C 4.2005 3.0761 -1.5500
C 0.5637 -6.7018 -3.9036
C 2.6349 2.9299 0.7426
C 3.0784 -0.0034 2.4986
C -4.3957 -3.6800 0.2946
C -2.7929 0.4468 3.2778
C 4.3299 -0.4570 0.4255
C 2.8192 3.1639 -1.6524
C 4.4718 -0.2617 1.9336
C 1.2530 -2.8050 2.1330
C -1.9960 -3.6640 0.4008
C -0.3085 3.1164 -3.3784
C 2.9099 -0.0713 0.0557
C 2.1394 0.1183 1.3296
C -0.9745 5.7951 -3.3324
C -1.6898 3.9599 1.0970
C -0.6045 5.1517 -2.1639
C -0.3708 4.1092 0.6775
C 1.3007 -4.7121 -2.7702
C 2.0290 3.0782 -0.5089
C 4.8012 2.9172 -0.3093
C 3.2876 -3.8730 2.8516
C 3.3594 -4.5634 1.6465
C -0.6793 3.7472 -4.5532
C -6.0146 1.7962 -0.8428
C -1.0111 5.0927 -4.5279
H -1.2391 6.8438 -3.3057
H -3.2571 4.7428 2.3264
H -3.1392 -3.0279 -1.3140
H 2.3741 -5.6425 -4.3749
H -1.6445 -5.8412 -1.4827
H -1.8808 6.5943 3.2141
H -3.2294 -0.4837 2.9203
H -2.2894 3.1449 0.7095
H 2.3598 3.2788 -2.6265
H 2.1613 -2.4915 4.0496
H 0.4617 6.8606 2.4712
H 5.8797 2.8509 -0.2331
H 2.0284 2.8997 1.6404
H -1.1208 -4.3365 2.2551
H 4.4883 2.7715 1.8140
H -1.3044 5.5867 -5.4452
H 4.0516 -4.0155 3.6054
H -5.3133 -3.4967 -0.2509
H 4.1785 -5.2439 1.4549
H 0.4271 -2.1321 2.3411
H 0.7168 -7.4550 -4.6666
H 4.8083 3.1328 -2.4433
H -1.7733 0.5489 2.9144
H -1.2909 -7.5483 -3.2271
H 1.4240 5.2939 0.8357
H 2.4179 -4.9502 -0.2372
H -5.3966 -4.3548 2.0697
H 2.0180 -3.9058 -2.6622
H -0.5885 5.7066 -1.2351
H -0.7103 3.1819 -5.4754
H -3.3037 -4.7708 3.3175
H -2.8131 0.4666 4.3675

Properties
HOMO level (spin up / spin down) = -9.3799 / -9.3758 eV
Total charge = +1
LUMO (spin up / spin down) = -0.2205 / -0.2204 Ha
Orbital gap (spin up / spin down) = 3.380 / 3.378 eV

Results of the Löwdin charge analysis, in e, for atoms 1 through 4: 0.364 1.350 0.712 0.545

***

ORCA calculation (ωB97M-V/def2-TZVPD) on C6H10O in the gas phase.

Atoms and positions in Å:
O 2.7898 0.8331 -0.6047
C -2.2994 0.0761 -0.0121
C 0.0532 -0.3216 -0.8359
C 2.6081 -0.3412 -0.3972
C -0.8199 0.4605 0.0236
C -0.2452 0.9815 1.2382
C 1.2515 -1.0186 -0.3254
H -2.5207 -0.4765 -0.9306
H -0.6757 1.4811 -0.4555
H 0.7262 1.4614 1.1777
H -2.9672 0.9390 0.0670
H 3.4678 -1.0307 -0.2322
H 1.0891 -1.2093 0.7576
H 1.3697 -1.9894 -0.8354
H -0.1263 -0.2999 -1.9111
H -2.5063 -0.5952 0.8284
H -0.7713 0.9937 2.1913

Properties
HOMO level (spin up / spin down) = -7.7078 / -7.7098 eV
LUMO (spin up / spin down) = 0.0147 / 0.0173 Ha
Orbital gap (spin up / spin down) = 8.109 / 8.180 eV

Results of the natural (NBO) charge analysis, in e, for atoms 1 through 4: -0.525 -0.595 -0.076 0.453

***

ORCA calculation (ωB97M-V/def2-TZVPD) on a molecular structure, C29H45FP2Pt.

Atoms and positions in Å:
Pt 1.4216 -1.1795 1.1820
P 1.7729 -0.8982 -2.7240
P -0.5882 0.9069 -3.7261
F 4.3618 3.5896 3.7458
C -2.7870 1.8730 0.5256
C -1.1819 -2.2826 1.9433
C 3.7468 2.5980 3.0211
C 1.7294 1.5114 2.3559
C 4.5311 1.6171 2.4401
C -0.8030 2.6768 -4.0576
C -0.3927 -0.8261 3.5468
C 2.4855 0.4860 1.8088
C -0.0595 1.8917 -0.9912
C -2.8846 -0.7002 3.0406
C -0.4178 0.0791 4.7024
C 1.7634 -2.0424 4.1864
C -1.0664 3.0487 -0.8918
C 1.1789 0.5084 -3.7970
C -3.1283 0.8303 -1.8326
C 3.4160 -0.9185 -3.6046
C -0.5229 0.6817 -1.6762
C -1.7600 0.3807 -2.3588
C -2.9851 0.6517 -0.2939
C 3.8852 0.5550 1.7895
C -1.5200 0.0571 -5.0678
C 0.7508 -4.0056 1.9718
C 2.3528 2.5836 3.0008
C 0.7522 -1.6511 3.1658
C -2.1422 -3.1106 1.1976
C 1.0163 -2.2232 -3.8238
C -1.9957 2.9236 0.2728
C 0.2349 -2.6185 2.1031
C -1.5140 -1.2156 2.7953
H -1.8173 -0.7144 -2.4966
H -3.5103 1.8068 -2.1771
H -1.6641 -3.5418 0.3066
H 3.2977 -0.6710 -4.6730
H 0.9785 -1.9098 -4.8818
H -3.9347 0.1734 -2.2392
H 1.7854 3.3736 3.4833
H -1.6399 3.1564 -1.8111
H -0.7987 2.9254 -5.1400
H -2.8766 0.3803 3.2392
H -3.8353 0.0891 0.0947
H -2.0855 3.8166 0.8998
H -3.3591 -1.1898 3.9091
H -2.5235 -3.9472 1.8076
H 2.0364 -1.1604 4.7769
H 1.7371 1.3891 -3.4526
H 0.8850 2.2288 -1.4615
H 0.2381 1.6077 0.0251
H -2.5996 0.1736 -4.8916
H 4.0400 -0.1506 -3.1285
H 1.3549 -2.7980 4.8812
H 0.2720 -4.4834 1.1110
H 0.0021 -2.4669 -3.4804
H -0.7511 -0.4297 5.6179
H -0.0917 -0.2004 -1.1769
H 1.4567 0.3733 -4.8531
H -3.3635 1.8564 1.4381
H -1.7636 3.0378 -3.6792
H 4.4520 -0.2387 1.3006
H 3.8955 -1.8990 -3.4947
H 0.0074 3.2714 -3.6259
H 2.6730 -2.4387 3.7234
H -0.5087 3.9927 -0.8110
H -1.1204 0.9001 4.5378
H 0.6331 1.4496 2.2920
H 1.6383 -3.1257 -3.7316
H -3.0199 -2.5326 0.8790
H 5.6152 1.6738 2.4836
H -1.3462 0.4511 -6.0793
H -1.3082 -1.0194 -5.1141
H 0.5451 -4.6107 2.8645
H -3.5254 -0.8928 2.1718
H 0.5596 0.5222 4.9184
H -2.1436 -0.0211 -0.1211
H 1.8333 -3.9854 1.8091

Properties
HOMO level (spin up / spin down) = -12.9772 / -13.7554 eV
Total charge = +2
LUMO (spin up / spin down) = -0.2138 / -0.3117 Ha
Orbital gap (spin up / spin down) = 7.158 / 5.274 eV
2S+1 = 5

Results of the Löwdin charge analysis, in e, for atoms 1 through 4: 1.057 0.874 0.900 0.058

***

ORCA calculation (ωB97M-V/def2-TZVPD) on C5H10BNO2 in the gas phase.

Atoms and positions in Å:
O 2.4930 -0.2878 0.1423
O -2.4281 0.5100 -0.2563
N 0.1909 -0.5377 0.0042
C -1.3704 1.3245 0.1657
C 0.0320 0.8883 -0.3628
C -0.9649 -1.4273 -0.1388
C 1.3329 -1.0244 0.3193
C -2.2240 -0.7362 0.3553
B 3.6877 0.2891 -0.1849
H -0.7965 -2.4182 0.3687
H -2.0806 -0.7028 1.3672
H 4.2255 -0.0813 -1.1346
H -1.4397 1.6119 1.2479
H -3.0737 -1.5762 0.3004
H -0.9686 -1.6701 -1.1963
H 4.1513 1.0762 0.3951
H 0.6771 1.4801 0.2183
H 0.2658 0.9888 -1.4188
H -1.7096 2.2932 -0.1922

Properties
HOMO level = -8.0739 eV
LUMO = 0.0262 Ha
Orbital gap = 8.787 eV

Results of the natural (NBO) charge analysis, in e, for atoms 1 through 4: -0.721 -0.504 -0.444 -0.101

***

ORCA calculation (ωB97M-V/def2-TZVPD) on 9 unconnected molecules or ions with the total composition C24H48N6O6.

Atoms and positions in Å:
O 1.1512 1.6562 4.0147
O -0.7836 -6.8083 1.1872
O -7.3546 0.9799 -1.7503
O -0.7664 0.4904 -1.1753
O -1.6437 -0.1071 -5.1878
O 3.5001 3.9656 1.1916
N -3.7487 0.5703 1.4060
N 0.6577 -0.3128 0.3739
N 1.9458 -2.3454 -2.0158
N -0.9391 -3.4209 6.8961
N 0.5423 0.5400 -5.2111
N -5.4278 -0.1679 -2.2476
C 0.5549 0.9301 -6.6128
C 1.7253 0.7474 0.3624
C 0.0405 -1.8437 5.0096
C -0.3492 -5.0121 2.7276
C -0.5159 0.0018 -4.6414
C -1.0436 2.3917 4.7537
C 3.9441 4.0431 0.0682
C 0.1755 3.3944 2.6741
C -2.8733 2.5976 0.0988
C -0.0649 -6.3238 2.0781
C -3.3358 1.4414 0.7952
C 5.4498 4.0403 -0.1865
C -0.4723 -0.3584 -0.3634
C -0.4507 -2.7344 6.0929
C 0.8306 -1.1767 1.4697
C 1.8369 0.7395 -4.4817
C 2.8948 -1.9019 -1.5489
C 4.1287 -1.2992 -0.9465
C 3.0996 4.2374 -1.1115
C -4.2427 -0.8912 -1.7613
C 0.1432 2.3395 3.7298
C -6.3216 0.4358 -1.3958
C -5.6260 -0.1455 -3.6848
C 1.1292 -7.1652 2.4917
H -0.0078 -1.8716 1.4215
H -4.7934 0.3968 -4.1328
H 0.8908 -8.0833 3.0287
H -1.7906 2.6795 0.1939
H 0.6532 -2.5829 4.4936
H 1.0456 1.8524 -6.9238
H -0.7307 3.9955 2.5994
H 0.5809 -4.4468 2.7854
H 1.7590 1.6002 -3.8176
H -0.3852 0.7630 -7.1386
H 2.0666 4.1102 -0.7877
H 5.6862 3.4571 -1.0765
H 0.9365 4.1241 2.9506
H 5.9109 5.0243 -0.2721
H 1.7801 -1.7061 1.5499
H -1.1751 -1.1987 -0.2521
H -1.5598 3.3157 5.0143
H -0.6992 2.0969 5.7450
H 1.6630 -6.6864 3.3127
H -0.7840 -5.1757 3.7136
H 2.5993 0.9751 -5.2243
H 4.2190 -1.4676 0.1266
H -0.2730 -0.4261 -3.6565
H 4.9889 -1.6579 -1.5118
H 0.3471 3.1746 1.6204
H 0.6938 -0.7538 2.4650
H -5.9589 0.2982 -0.3655
H 5.8259 3.4825 0.6711
H -3.1618 2.5536 -0.9514
H -1.8410 1.7254 4.4248
H 1.6035 1.3972 -0.5042
H -3.2239 -0.5435 -1.9323
H -3.3068 3.4092 0.6831
H -0.8613 -1.4870 4.5120
H 1.8501 -7.3065 1.6864
H -4.4040 -1.9186 -2.0876
H 0.4475 -0.9407 5.4647
H -4.2813 -1.2608 -0.7366
H 1.2716 0.2416 -7.0604
H 3.0418 5.2835 -1.4120
H 2.7261 0.3386 0.2234
H 3.4151 3.7633 -2.0409
H -5.4679 -1.1339 -4.1162
H 2.2063 -0.0680 -3.8495
H -0.9183 -4.4538 1.9842
H 4.2362 -0.2276 -1.1144
H -6.4448 0.4626 -4.0694
H 1.8330 1.3489 1.2650

Properties
HOMO level = -8.6813 eV
LUMO = -0.0073 Ha
SMILES = CN(C)C=O.CN(C)C=O.CN(C)C=O.CC(C)=O.CC(C)=O.CC(C)=O.CC#N.CC#N.CC#N
Orbital gap = 8.482 eV

Results of the Löwdin charge analysis, in e, for atoms 1 through 4: 0.018 0.042 -0.001 -0.010

***

ORCA calculation (ωB97M-V/def2-TZVPD) on a gas-phase ion, C3H4N3 (charge +1).

Atoms and positions in Å:
N 0.5329 -0.4138 0.7513
N -0.6505 -0.2595 -1.1140
N -1.2366 -0.6970 -2.0792
C 0.0939 1.0351 0.6580
C -0.6303 0.9997 -0.5354
C 0.1643 -1.0828 -0.3176
H -0.6631 1.5038 1.4087
H 0.8833 1.8647 0.3872
H 0.3572 -2.1053 -0.6970
H 1.1489 -0.8447 1.5379

Properties
HOMO level (spin up / spin down) = -14.5329 / -14.4954 eV
Total charge = +1
LUMO (spin up / spin down) = -0.2414 / -0.2450 Ha
Orbital gap (spin up / spin down) = 7.964 / 7.827 eV

Results of the natural (NBO) charge analysis, in e, for atoms 1 through 4: -0.459 -0.335 0.114 -0.468

***

ORCA calculation (ωB97M-V/def2-TZVPD) on C7H10ClN in the gas phase.

Atoms and positions in Å:
Cl -3.4650 -0.4682 0.5353
N -1.0440 0.7435 0.3628
C 1.0697 1.2367 -0.3117
C 1.1481 -0.2707 -0.0030
C -0.1727 1.6940 -0.0851
C -1.2247 -0.9435 -0.9860
C -0.3395 -0.6457 0.1827
C -2.2411 0.1012 -0.5844
C 2.0809 -0.5148 1.2314
H 3.0679 0.0751 1.1194
H 1.5195 -0.9008 -0.8166
H 1.5345 -0.1361 2.1668
H 2.1767 -1.5965 1.4191
H -2.7755 0.7871 -1.1115
H 2.0017 1.8980 -0.6517
H -0.5490 2.7031 -0.3038
H -1.6913 -1.9680 -1.2298
H -0.6910 -0.5446 -1.9305
H -0.4051 -1.2497 0.9965

Properties
HOMO level = -7.9370 eV
LUMO = 0.0372 Ha
SMILES = C[C@@H]1C=CN2[C@H](Cl)C[C@@H]12
Orbital gap = 8.950 eV

Results of the natural (NBO) charge analysis, in e, for atoms 1 through 4: -0.042 -0.415 -0.272 -0.264

***

For each record above, in turn, the calculated ΔE to the lowest compared entry with this formula, charge and spin values are 0.0000, 1.2933, 3.8703, 0.4466, 4.8983, 0.0000, 5.1595, 1.0748 eV.